Molecular formula: C4HI4N
Method: DFT, the ωB97M-V functional and the def2-TZVPD basis

XYZ file:
```
10
Properties=species:S:1:pos:R:3:forces:R:3:mulliken_charge:R:1
I 2.231679 1.320247 3.481827 -1.182 -0.623 -2.400 0.12
C 1.159068 0.791619 1.559617 0.205 -0.382 0.489 -0.34
N 1.549329 1.240853 0.301566 -0.340 0.444 0.261 -0.04
C 0.620580 0.848597 -0.658987 0.080 -0.159 -0.895 -0.28
I 0.715641 1.378299 -2.849142 0.063 -0.517 2.587 0.12
C -0.309480 0.034299 -0.043426 -0.881 -0.496 0.026 -0.02
I -2.079382 -0.951578 -1.038975 2.068 1.113 1.192 0.11
C 0.047721 -0.012085 1.371055 -0.821 -0.728 0.861 0.04
I -0.957504 -1.250420 2.998551 1.129 1.522 -1.958 0.08
H 2.314118 1.891939 0.169684 -0.319 -0.174 -0.162 0.22
```
Positions in Å, forces in eV/Å.

Output
- LUMO level: -1.4 eV
- HOMO: -8.75 eV
- Strongest force on any atom: 2.7 eV/A



Molecular formula: C3H3LiO3
Method: DFT, the ωB97M-V functional and the def2-TZVPD basis

XYZ file:
```
10
Properties=species:S:1:pos:R:3:forces:R:3:mulliken_charge:R:1
H -0.205400 0.294039 0.704426 -0.129 -0.012 -0.124 0.33
O -2.254562 -0.188129 -0.242087 0.850 -0.732 1.430 -0.55
C -1.780610 -0.848164 0.680942 -1.099 1.954 -2.722 0.86
O -0.521132 -0.493821 1.160443 0.946 -0.182 0.860 -0.59
O -2.238635 -1.850302 1.285186 2.769 0.400 2.581 -0.76
Li -0.682475 -1.939478 2.440760 -0.448 0.100 -0.435 0.89
H -3.349801 -2.066013 0.589895 -0.209 -1.822 -0.677 0.25
C -5.311378 -2.103401 -0.063507 -0.282 0.567 -0.425 -0.14
C -4.181625 -2.543384 0.017230 -2.306 0.496 -0.430 -0.63
H -6.132967 -1.424950 -0.223735 -0.092 -0.768 -0.058 0.34
```
Positions in Å, forces in eV/Å.

Output
- LUMO level: -1.1 eV
- ΔE to the lowest compared entry with this formula, charge and spin: 55.2 kcal/mol
- HOMO: -8.73 eV
- Strongest force on any atom: 3.8 eV/A



Molecular formula: C22H19N2O15P2PtS3
Method: DFT, the ωB97M-V functional and the def2-TZVPD basis

XYZ file:
```
64
Properties=species:S:1:pos:R:3:forces:R:3:mulliken_charge:R:1
Pt -0.310242 0.401669 -0.988144 -0.666 -0.285 -0.587 2.70
C -1.252655 5.169205 4.021431 0.005 0.010 0.007 -1.46
C -1.602362 3.876912 3.341477 -0.018 -0.024 0.015 1.05
C -2.485909 3.871498 2.268330 -0.021 0.000 0.016 -0.68
C -2.763920 2.706155 1.579953 -0.032 -0.006 -0.006 -0.22
C -2.165505 1.531973 2.005890 -0.037 0.035 -0.014 0.39
C -1.282902 1.503630 3.075926 0.038 -0.040 0.027 -0.57
C -1.000271 2.683580 3.732675 -0.005 0.022 -0.009 -0.91
S -2.694686 0.030755 1.308526 0.232 -0.081 -0.080 1.20
O -3.048013 -0.845773 2.386744 -0.016 -0.047 0.019 -0.75
O -3.597433 0.224490 0.227354 -0.014 0.010 -0.017 -0.64
N -1.241112 -0.605461 0.552639 -0.054 0.196 0.341 -0.48
C -0.814844 -1.875699 0.712788 0.130 -0.108 -0.094 1.33
C -1.284466 -2.836904 1.674925 -0.013 -0.033 0.030 -1.03
C -0.758578 -4.135024 1.668972 0.032 0.001 -0.025 -0.98
C 0.129652 -4.580699 0.739842 -0.041 0.009 -0.012 -1.70
C 0.618664 -3.728065 -0.385361 -0.010 -0.025 0.006 2.69
C 2.771438 -4.193462 -1.862761 -0.012 0.025 -0.052 -0.73
C 2.819334 -3.290212 -2.840065 0.005 -0.045 0.028 -1.16
C 2.239984 -1.926716 -2.634411 0.057 0.035 -0.085 0.99
N 0.729990 -1.372709 -1.105628 0.173 -0.052 0.042 -0.31
C 0.197696 -2.299482 -0.178730 -0.058 0.072 0.144 -0.93
H -0.735384 5.828844 3.321852 0.003 -0.005 0.007 0.28
H -0.595607 5.005552 4.874537 -0.004 -0.004 0.001 0.37
H -2.146600 5.689759 4.369064 -0.006 0.003 -0.012 0.37
H -2.924826 4.801592 1.928894 0.000 -0.003 0.003 0.35
H -3.413568 2.698869 0.717196 0.010 -0.005 0.016 0.45
H -0.814496 0.576949 3.381717 -0.013 0.001 -0.009 0.37
H -0.285411 2.685755 4.545772 -0.001 -0.004 0.000 0.27
H -2.009326 -2.560818 2.414423 -0.011 0.061 -0.001 0.67
H -1.092360 -4.812106 2.445446 0.009 -0.009 -0.005 0.42
H 0.493219 -5.601275 0.774045 -0.004 0.000 -0.003 0.51
H 3.173904 -5.188858 -2.009474 -0.002 -0.001 0.009 0.46
H 3.245310 -3.539357 -3.803728 0.004 0.014 0.001 0.44
H 2.639382 -1.172719 -3.310555 -0.013 -0.010 -0.004 0.65
O -1.973655 4.360973 -0.940040 -0.045 0.036 -0.002 -0.54
P -1.160669 3.243870 -1.778726 0.166 -0.041 0.063 0.89
O -1.403943 3.423828 -3.211171 -0.003 0.016 0.012 -0.81
O -1.578087 1.928161 -1.066641 -0.238 -0.002 -0.113 -0.60
O 0.365275 3.446564 -1.368369 0.085 0.090 0.090 -0.36
P 1.092268 3.096874 0.071807 -0.120 0.152 -0.124 0.44
O 0.263609 4.056463 1.083462 -0.098 -0.027 -0.087 -0.26
O 2.495079 3.494522 0.017780 0.015 0.008 0.006 -0.79
O 0.584310 1.711113 0.478112 0.314 -0.131 0.111 -0.38
H -2.457662 4.879391 -1.592917 0.011 0.047 -0.019 0.29
H 0.425428 4.973681 0.838097 0.114 0.037 0.044 0.26
O -1.609310 -0.942818 -2.835336 -0.063 -0.003 -0.135 -0.60
S -0.324341 -0.722099 -3.495403 -0.027 -0.146 0.074 1.40
O -0.198348 -1.056475 -4.880141 0.016 0.078 0.014 -0.77
O 0.204236 0.612682 -3.104049 0.135 0.101 0.254 -0.62
C 0.685746 -1.909630 -2.553975 -0.003 0.001 0.124 0.68
C 0.001806 -3.231225 -2.697397 -0.067 -0.041 0.011 -1.38
C -0.043715 -4.101921 -1.703084 0.043 0.044 -0.033 -1.38
C 2.221493 -3.828858 -0.493791 -0.020 0.024 0.064 0.07
C 2.774183 -2.480574 -0.206427 0.042 -0.011 -0.085 -2.13
C 2.323875 -1.464709 -1.154243 -0.027 0.118 0.039 0.28
S 3.221392 0.104551 -0.911506 0.095 -0.247 0.140 1.50
O 3.249029 0.254852 0.524583 0.026 -0.039 -0.008 -0.71
O 4.486124 -0.260182 -1.526269 -0.039 0.040 0.001 -0.76
O 2.414479 1.042499 -1.652878 0.083 0.189 -0.194 -0.52
H -0.430586 -3.438380 -3.668382 -0.009 0.005 0.008 0.63
H -0.534305 -5.062928 -1.798449 0.002 -0.002 0.017 0.41
H 2.544601 -4.562522 0.244249 0.008 -0.009 -0.015 0.82
H 3.623590 -2.289548 0.429540 -0.041 0.006 0.047 0.54
```
Positions in Å, forces in eV/Å.

Output
- LUMO level (spin up / spin down): 1.7 / -0.7 eV
- Total charge: -1
- HOMO (spin up / spin down): -6.17 / -6.36 eV
- Strongest force on any atom: 0.9 eV/A
- 2S+1: 5